Entry 1:
ORCA calculation (the ωB97M-V functional and the def2-TZVPD basis) on a structure of composition C35H28Cl3N2P2S5SbSiTc.

Properties
Energy relative to the best compared isomer or geometry (same formula, charge and spin) in kcal per mole: 44.4
Frontier orbital gap (spin up / spin down) in eV: 6.224 / 6.125
Energy in eV: -166674.116
Highest occupied orbital energy (spin up / spin down) in eV: -5.2 / -5.1
LUMO energy (spin up / spin down) in eV: 1.0 / 1.0

Structure (ORCA input):
```
! RIJCOSX wB97M-V def2-TZVPD def2/J DEFGRID3
* xyz -1 1
Sb -2.902 1.185 -2.761
Tc -1.027 1.482 0.314
Cl -1.606 4.599 2.215
Cl -0.116 5.111 -0.634
Cl 1.564 3.823 1.879
S -2.922 -0.421 0.179
S -3.249 3.164 -3.710
S -0.598 1.452 -1.888
S -3.317 1.609 -0.002
S -1.052 0.927 2.590
P 3.179 -0.205 -0.809
P 0.623 -2.393 -0.577
Si -0.284 3.684 0.868
N -4.146 -1.888 7.047
N -6.372 -3.612 4.075
C -2.702 -0.449 4.231
C -3.209 -0.710 1.900
C -3.637 -4.225 -0.681
C 2.563 3.275 -3.763
C 6.828 1.363 0.396
C 0.725 -1.819 1.178
C -4.228 -1.597 2.226
C -1.701 -3.290 -1.756
C 2.292 -6.089 0.310
C 2.774 1.977 -4.204
C 1.711 -3.882 -0.489
C -1.724 -3.566 0.621
C 2.729 2.529 -1.485
C 2.951 1.222 -1.915
C 2.905 -3.856 -1.208
C -2.981 -3.818 -1.835
C -4.489 -1.924 3.547
C 2.961 0.956 -3.283
C 1.913 -0.954 1.588
C -3.006 -4.096 0.548
C 3.483 -6.048 -0.403
C -1.046 -3.165 -0.531
C -3.715 -1.330 4.558
C 2.192 0.259 0.699
C -3.960 -1.638 5.942
C 7.400 0.275 1.038
C 5.567 1.257 -0.175
C 3.788 -4.927 -1.161
C 6.710 -0.928 1.096
C -2.408 -0.131 2.897
C 5.458 -1.037 0.508
C 4.863 0.057 -0.124
C 1.417 -5.014 0.268
C 2.540 3.550 -2.403
C -5.533 -2.858 3.854
H 5.131 2.117 -0.666
H 2.697 2.757 -0.426
H 2.342 4.554 -2.053
H 2.398 4.071 -4.478
H 2.041 -6.962 0.900
H 2.739 1.012 1.271
H 3.099 -0.064 -3.624
H -1.261 -3.452 1.594
H 0.488 -5.068 0.823
H -1.204 -2.945 -2.656
H 1.263 0.772 0.387
H -2.107 -0.005 5.017
H 2.819 -1.567 1.657
H 4.939 -1.990 0.528
H -3.513 -4.402 1.455
H 3.145 -2.980 -1.797
H -4.821 -2.040 1.438
H 8.382 0.361 1.486
H 1.713 -0.602 2.604
H 0.673 -2.683 1.848
H -4.640 -4.630 -0.737
H 7.362 2.303 0.341
H 4.712 -4.885 -1.725
H -3.474 -3.895 -2.796
H 7.149 -1.786 1.590
H 2.775 1.755 -5.264
H -0.189 -1.238 1.332
H 4.166 -6.887 -0.371
*
```

---

Entry 2:
ORCA calculation (the ωB97M-V functional and the def2-TZVPD basis) on a structure of composition C35H28ClF10IrN8 in a non-equilibrium geometry.

Properties
Energy relative to the best compared isomer or geometry (same formula, charge and spin) in kcal per mole: 57.0
Frontier orbital gap (spin up / spin down) in eV: 6.182 / 6.183
Energy in eV: -91201.475
Highest occupied orbital energy (spin up / spin down) in eV: -7.1 / -7.1
LUMO energy (spin up / spin down) in eV: -0.9 / -0.9

Structure (ORCA input):
```
! RIJCOSX wB97M-V def2-TZVPD def2/J DEFGRID3
* xyz 0 1
Ir 0.252 1.304 0.483
Cl 5.445 -0.654 4.574
F 4.136 -2.525 -0.989
F -1.566 -0.393 1.662
F 2.428 -0.594 -1.673
F -5.939 -2.002 0.980
F 6.523 0.590 1.656
F -4.846 2.308 -0.516
F -3.363 -2.313 1.952
F 4.746 2.471 1.111
F -6.583 0.391 -0.209
F 6.244 -1.973 0.716
N -0.960 -3.708 -2.885
N -0.825 -3.567 -4.220
N 2.305 1.788 -0.339
N 0.313 -2.880 -1.014
N 0.445 -0.977 0.067
N -1.966 1.787 0.076
N 0.167 3.689 -0.336
N -1.951 -3.507 -4.777
C -2.289 -3.734 -2.569
C 3.958 0.080 4.092
C -5.025 -3.690 -2.750
C -5.329 0.171 0.212
C -2.236 3.067 -0.551
C 5.465 0.264 0.904
C -3.717 -1.197 1.293
C 0.059 -1.551 -1.056
C 3.933 1.421 3.722
C -0.002 4.724 0.676
C 4.265 -1.312 -0.426
C 0.886 -3.145 0.204
C 5.338 -1.034 0.419
C 4.516 1.231 0.625
C 3.338 -0.335 -0.711
C -2.928 -3.601 -3.829
C 3.340 0.959 -0.129
C 1.419 3.905 -1.064
C -4.318 -3.582 -3.923
C -0.534 -0.827 -2.199
C 2.761 1.986 3.279
C 2.786 -0.670 4.087
C -2.779 -0.211 1.091
C 0.964 -1.958 0.860
C -4.376 1.156 0.018
C -2.997 0.993 0.360
C 0.197 -3.865 -2.063
C 2.572 3.211 -0.344
C -5.016 -1.040 0.820
C -3.012 -3.836 -1.387
C -0.991 3.642 -1.226
C 1.610 -0.092 3.672
C -4.384 -3.813 -1.507
C 1.560 1.244 3.213
C 0.349 1.826 2.729
H -2.996 2.986 -1.334
H -1.235 4.645 -1.609
H 0.321 2.908 2.768
H -0.844 4.486 1.320
H 1.360 -1.742 1.829
H -0.561 1.361 3.091
H 0.689 -0.657 3.705
H -4.801 -3.492 -4.883
H -2.529 -3.926 -0.426
H -0.065 -1.128 -3.132
H 2.683 3.617 0.668
H -0.368 0.237 -2.041
H 0.895 4.788 1.287
H 1.058 -3.805 -2.744
H 3.503 3.417 -0.887
H 0.189 -4.855 -1.588
H 1.634 4.976 -1.176
H -0.179 5.704 0.210
H -1.606 -1.007 -2.267
H -0.741 3.004 -2.077
H 4.835 2.009 3.770
H 2.805 -1.696 4.421
H 1.182 -4.131 0.494
H -4.993 -3.899 -0.621
H 1.341 3.461 -2.058
H 2.749 3.027 2.991
H -6.103 -3.681 -2.776
H -2.616 3.767 0.204
*
```

---

Entry 3:
ORCA calculation (the ωB97M-V functional and the def2-TZVPD basis) on a structure of composition C35H29AuN3O4P2.

Properties
Energy relative to the best compared isomer or geometry (same formula, charge and spin) in kcal per mole: 0.0
Frontier orbital gap in eV: 7.209
Energy in eV: -71691.970
Highest occupied orbital energy in eV: -10.9
LUMO energy in eV: -3.7

Structure (ORCA input):
```
! RIJCOSX wB97M-V def2-TZVPD def2/J DEFGRID3
* xyz 1 1
Au -0.323 -0.218 -0.388
P -1.652 1.690 -0.418
P 0.792 -2.162 -1.110
O 1.508 1.403 5.213
O 1.871 1.502 2.606
O 1.134 0.661 0.717
O 0.104 0.258 6.488
N -1.745 -0.895 -1.560
N -0.803 -0.778 2.153
N -1.508 -1.374 3.115
C 2.198 -5.531 0.666
C -1.102 3.746 1.349
C -3.256 0.997 -0.974
C -1.904 3.801 3.614
C 0.363 2.766 -1.983
C -1.130 -0.993 4.346
C -0.102 -0.091 4.190
C 1.081 0.789 2.011
C 2.644 -5.056 1.893
C 1.617 -4.663 -0.243
C 0.873 3.658 -2.914
C -1.787 -2.181 -2.051
C 2.100 -1.644 -2.231
C -0.992 2.803 -1.660
C 4.418 -1.449 -2.830
C 4.064 -0.711 -3.949
C -1.145 4.355 2.595
C 0.520 0.549 5.396
C -3.017 -0.362 -1.572
C 2.517 -3.712 2.213
C -3.857 -1.296 -2.117
C 1.935 -2.838 1.307
C 3.438 -1.918 -1.966
C 0.036 4.583 -3.521
C 1.745 -0.892 -3.353
C -1.824 2.575 1.129
C -2.631 2.636 3.396
C 0.068 0.000 2.785
C 2.727 -0.433 -4.212
C -1.314 4.629 -3.195
C -0.518 -2.978 -2.121
C -2.588 2.019 2.159
C -3.078 -2.450 -2.417
C 1.479 -3.313 0.080
C -1.828 3.744 -2.262
H 1.730 1.498 4.253
H -1.587 -1.364 5.247
H 3.717 -2.495 -1.094
H -3.433 -3.358 -2.876
H -1.930 4.276 4.586
H -3.139 1.099 2.001
H -0.499 4.175 0.559
H 1.926 3.631 -3.161
H -1.963 5.355 -3.664
H 0.436 5.277 -4.249
H 1.846 -1.788 1.550
H 1.284 -5.041 -1.202
H -3.898 0.937 -0.091
H 0.703 -0.663 -3.555
H 1.027 2.059 -1.499
H -0.137 -3.063 -3.141
H -3.220 2.206 4.194
H -2.879 3.795 -2.003
H 5.458 -1.663 -2.626
H 3.095 -5.738 2.602
H -0.667 -3.990 -1.742
H -0.579 5.260 2.768
H 2.453 0.142 -5.087
H 2.871 -3.340 3.165
H -2.237 -2.022 2.865
H -4.913 -1.173 -2.298
H 4.831 -0.351 -4.622
H -3.730 1.692 -1.669
H 2.305 -6.578 0.418
*
```